Record 1
24
Properties=species:S:1:pos:R:3 method="wB97M-V/def2-TZVPD" multiplicity=2 e_lumo_ev="0.567 / 0.350" molar_mass_da=134.2 relative_energy_kj_mol=179.8 largest_force_ev_per_a=1.67 homo_lumo_gap_ha="0.1170 / 0.3800"
O 1.393 0.971 -1.801
O 0.071 -1.322 -2.955
O -1.902 0.016 1.640
O -2.517 2.617 0.649
O -0.057 -2.928 -0.611
N 0.681 -0.360 0.486
C 1.719 0.325 1.264
C 1.435 0.864 2.462
H 0.251 -3.837 -0.552
H -0.337 -2.784 -1.527
H -3.289 2.518 0.080
H 0.982 -1.279 0.125
H -2.282 0.831 1.275
H 2.712 0.239 0.850
H 0.588 0.117 -0.443
H -1.882 0.126 2.597
H -1.987 3.294 0.207
H -0.244 -0.381 0.936
H 2.216 1.249 3.105
H 1.023 1.278 -2.641
H -0.227 -1.910 -3.652
H 2.055 1.522 -1.329
H 0.957 -0.987 -3.143
H 0.448 1.128 2.823

---

Record 2
84
Properties=species:S:1:pos:R:3 method="wB97M-V/def2-TZVPD" e_lumo_ev=-4.010 molar_mass_da=666.3 charge=+1 largest_force_ev_per_a=9.07 homo_lumo_gap_ha=0.2486
Br -1.050 -1.292 -6.526
S -0.320 0.853 2.934
Si -4.098 -2.077 1.823
O -1.663 -2.677 -4.085
O 5.151 5.361 1.054
O -1.146 -4.631 0.298
O 3.282 6.677 0.989
O 0.834 -2.879 -2.368
O -4.850 0.829 -2.342
O -4.272 -1.007 -3.977
N 0.139 -1.639 1.209
N -3.873 -1.255 0.251
N -2.690 -0.702 -1.981
N -1.661 -2.223 -0.248
N 3.170 1.589 1.909
N -1.846 1.529 -2.388
C 6.698 6.955 1.765
C -1.754 -3.636 -0.651
C -0.599 -0.283 -3.585
C -2.564 -2.496 2.855
C -1.648 -5.985 0.016
C 2.717 -3.845 0.317
C 4.452 6.509 1.291
C -2.844 -1.351 -0.652
C -1.137 -1.527 -4.501
C 5.315 7.502 2.010
C 0.924 0.822 -0.949
C -5.335 -1.026 2.928
C 6.450 5.475 1.634
C 0.679 2.410 -0.471
C -0.499 0.007 -0.818
C -1.423 0.051 -2.218
C 2.613 2.927 1.441
C 2.220 2.977 -0.149
C 2.427 -2.361 -0.318
C -0.352 -1.534 -0.208
C -5.014 -3.769 1.427
C 0.056 -0.546 1.980
B -3.894 -0.267 -2.721
B 0.908 -2.285 -1.030
H -1.444 -6.625 1.002
H 0.562 -0.514 -3.424
H -6.288 -0.671 2.310
H 2.537 1.117 2.592
H -1.027 -6.544 -0.834
H -4.516 -0.300 -4.665
H 7.413 7.204 2.553
H 1.764 0.446 -0.188
H -2.173 -1.486 3.356
H 7.187 4.994 0.985
H 1.753 -4.520 0.119
H 3.504 3.708 1.586
H 5.199 8.503 1.589
H -0.596 0.665 -4.313
H 2.642 -1.460 0.396
H -2.801 -6.055 -0.177
H 0.054 2.453 0.520
H 3.029 -3.832 1.445
H 7.087 7.351 0.818
H -1.718 -3.120 2.342
H 1.756 3.300 2.159
H -4.480 1.717 -2.666
H -5.897 -3.890 2.186
H 3.588 -4.355 -0.320
H 5.057 7.495 3.073
H -5.332 -3.820 0.294
H -4.738 -0.083 3.338
H 1.374 0.903 -2.017
H -2.917 -3.919 -0.597
H -5.646 -1.726 3.816
H 0.787 -3.884 -2.287
H 6.446 4.968 2.604
H -2.925 -3.156 3.784
H -1.053 2.103 -2.745
H -1.485 -3.893 -1.786
H -4.190 -4.614 1.588
H -2.249 1.915 -1.513
H 0.280 3.089 -1.335
H 3.443 0.972 1.113
H 2.200 4.110 -0.486
H 3.182 -2.234 -1.235
H -4.693 -0.611 0.030
H 2.961 2.397 -0.860
H -1.137 0.720 -0.099

---

Record 3
64
Properties=species:S:1:pos:R:3 method="wB97M-V/def2-TZVPD" e_lumo_ev=-0.914 molar_mass_da=487.6 largest_force_ev_per_a=1.81 homo_lumo_gap_ha=0.2778
S 2.118 2.769 -6.412
P -2.520 2.245 -5.877
N -3.145 0.826 -6.179
N 2.430 2.405 -4.893
N -0.464 1.156 -1.134
N 0.502 2.667 -6.400
N 3.456 0.579 -0.245
C -1.950 -1.511 0.974
C 5.195 -3.676 3.681
C -0.205 1.566 -2.484
C -2.130 -0.445 -0.121
C 5.512 -1.469 2.783
C 3.320 2.635 -2.150
C 2.297 1.702 -2.016
C -1.335 1.742 -3.376
C 3.963 -2.976 1.739
C 2.399 0.707 -1.049
C -4.288 -0.583 6.553
C -4.768 -1.709 4.062
C 0.174 2.319 -5.159
C -0.885 -0.254 -1.011
C 4.429 1.465 -0.405
C -5.053 0.100 5.619
C -5.295 -0.463 4.374
C 4.586 -1.736 1.782
C 1.088 1.801 -2.893
C 4.416 2.509 -1.313
C -1.159 2.100 -4.693
C -3.758 -1.827 6.240
C 5.818 -2.437 3.730
C 1.271 2.176 -4.271
C 4.265 -3.945 2.687
C -3.997 -2.389 4.994
C -2.732 1.515 -2.852
H -4.104 -0.146 7.526
H -0.926 -1.869 1.047
H -2.937 0.456 -2.767
H 3.240 -3.189 0.961
H -1.082 -0.681 -1.993
H 6.542 -2.226 4.508
H -1.983 2.832 -7.030
H -4.959 -2.149 3.091
H -3.157 -2.358 6.967
H -2.807 1.965 -1.864
H -2.564 -2.381 0.760
H 4.344 -0.981 1.037
H 5.997 -0.501 2.826
H -5.462 1.073 5.862
H -2.412 0.501 0.332
H -3.066 0.623 -7.167
H -0.086 -0.855 -0.579
H -1.192 1.739 -0.750
H -3.582 -3.358 4.748
H 3.267 3.420 -2.879
H -2.956 -0.773 -0.742
H 5.299 1.351 0.230
H 3.775 -4.910 2.651
H -2.230 -1.148 1.959
H 1.619 -0.014 -0.923
H 5.233 3.206 -1.373
H -3.475 2.012 -3.458
H -5.894 0.069 3.646
H -3.433 3.165 -5.326
H 5.435 -4.433 4.418

---

Record 4
15
Properties=species:S:1:pos:R:3 method="wB97M-V/def2-TZVPD" e_lumo_ev=-3.851 molar_mass_da=102.1 charge=+1 relative_energy_kj_mol=239.6 largest_force_ev_per_a=6.63 homo_lumo_gap_ha=0.3941
O 0.522 -0.364 -1.802
N -1.825 0.067 2.561
N 0.253 -0.033 2.107
N -0.319 0.055 0.951
C -0.621 -0.046 3.085
C 1.191 0.087 -2.995
C -1.642 0.110 1.281
H 2.209 0.624 -2.884
H 1.314 -0.085 2.303
H 0.789 0.918 -3.577
H -0.321 -0.144 4.185
H -0.351 -0.784 -2.020
H -0.055 0.012 -0.012
H 1.280 -0.752 -3.687
H -2.424 0.336 0.505

---

Record 5
31
Properties=species:S:1:pos:R:3 method="wB97M-V/def2-TZVPD" e_lumo_ev=-9.625 molar_mass_da=401.9 charge=+2 relative_energy_kj_mol=19.5 largest_force_ev_per_a=5.64 homo_lumo_gap_ha=0.2208
Hg -0.496 0.318 -0.084
N 1.617 2.121 -0.067
N -2.128 -0.284 1.885
N 1.183 -1.324 -1.198
C 1.092 0.211 -2.920
C -2.951 -0.451 0.774
C -1.323 -2.032 0.778
C -2.510 -1.516 0.103
C -1.112 -1.256 2.021
C 2.130 1.067 0.644
C 0.703 2.878 0.638
C 0.431 2.218 1.812
C 1.318 1.132 1.935
C -0.019 -1.451 -1.853
C 1.990 -0.433 -1.904
C -0.207 -0.408 -2.727
H -0.640 -2.329 -1.660
H -1.096 -0.319 -3.366
H -0.815 -2.919 0.401
H 1.619 -2.061 -0.611
H 2.043 2.309 -1.036
H 3.002 0.452 0.314
H 1.448 0.792 -3.710
H 1.381 0.395 2.827
H -2.453 0.159 2.777
H -3.066 -1.989 -0.652
H 3.057 -0.392 -1.842
H 0.451 3.875 0.345
H -0.221 2.543 2.690
H -3.872 0.125 0.721
H -0.556 -1.431 2.967

---

Record 6
14
Properties=species:S:1:pos:R:3 method="wB97M-V/def2-TZVPD" smiles=Nn1c(O)ccc1O e_lumo_ev=0.231 molar_mass_da=114.1 relative_energy_kj_mol=589.5 largest_force_ev_per_a=9.99 homo_lumo_gap_ha=0.3014
O 0.085 2.019 -1.276
O 0.620 -2.159 0.501
N 0.457 -0.030 -0.127
N 1.904 -0.039 -0.027
C -1.482 0.801 0.271
C -1.525 -0.555 0.568
C -0.323 1.175 -0.034
C -0.209 -1.031 0.436
H 0.064 -3.151 0.625
H -2.366 -0.776 1.179
H -0.480 2.682 -1.591
H -2.405 1.365 -0.070
H 2.097 -0.381 -1.053
H 2.162 -0.476 0.739

---

Record 7
21
Properties=species:S:1:pos:R:3 method="wB97M-V/def2-TZVPD" e_lumo_ev=3.375 molar_mass_da=137.2 charge=-1 relative_energy_kj_mol=364.6 largest_force_ev_per_a=5.03 homo_lumo_gap_ha=0.2389
S 2.476 -1.228 -0.417
O 1.809 0.440 2.481
N -2.990 0.331 -0.335
N -0.170 -0.615 1.038
C -3.528 1.668 -0.635
C -1.288 0.561 -0.799
C 1.251 0.051 -0.829
C -0.172 -0.395 -0.428
H -0.335 -1.338 -1.003
H -3.364 2.428 0.143
H 1.267 0.318 -1.896
H -1.050 -1.115 1.178
H -0.975 0.893 -1.805
H -2.331 0.091 -1.239
H 0.959 0.551 1.968
H -4.601 1.670 -0.890
H -3.071 2.035 -1.549
H 2.224 -0.229 1.903
H 0.554 -1.330 1.184
H 1.562 0.937 -0.234
H -1.154 1.457 -0.187

---

Record 8
24
Properties=species:S:1:pos:R:3 method="wB97M-V/def2-TZVPD" e_lumo_ev=-0.120 molar_mass_da=207.2 relative_energy_kj_mol=560.8 largest_force_ev_per_a=5.54 homo_lumo_gap_ha=0.2922
O -2.796 -2.744 0.015
O 2.648 -1.790 0.879
O 3.019 1.749 0.316
N -3.575 -0.718 -0.599
N -3.086 0.642 -0.618
N -0.956 1.583 -0.770
C -1.763 0.560 -0.566
C 3.424 0.413 0.578
C 1.693 1.938 -0.009
C 0.838 -0.281 0.789
C -2.537 -1.612 -0.262
C -1.386 -0.805 -0.278
C -0.023 -1.353 0.023
C 0.757 0.988 0.127
C 2.338 -0.657 0.838
H 0.537 -0.248 1.844
H -3.426 1.055 -1.586
H 0.653 -1.608 -0.751
H -0.188 -2.185 0.536
H -1.330 2.496 -0.521
H 1.642 2.942 -0.252
H -4.573 -0.845 -0.518
H 3.896 0.074 -0.470
H 4.193 0.408 1.257

---

For the records above, the corresponding E_tot values read -516.60674, -5030.87526, -2060.11471, -358.30517, -783.17181, -415.81610, -743.04023, -738.16722 hartree.